1.
Entry from OMol25: C6H9N3 in the gas phase in a non-equilibrium geometry (ωB97M-V with the def2-TZVPD basis set).

**Electronic energy**: -398.1160 a.u.
**Structure (SMILES)**: CC=C=C/C=C\N=N\N
**HOMO energy**: -8.2 eV
**Energy above the lowest of the compared OMol25 structures with the same formula, charge and spin**: 100.03 kcal/mol
**Gap between HOMO and LUMO**: 8.9046 eV

The geometry in XYZ format:
```
18
Properties=species:S:1:pos:R:3:forces:R:3
N -1.99379 0.13959 -0.18331 1.33 3.99 3.07
N -1.61757 0.63330 0.95357 -1.04 -0.82 -1.91
N -1.37918 2.01402 1.06586 0.06 -1.77 -0.98
C -1.17704 -2.13125 -0.06467 -2.38 0.87 0.30
C 0.14439 -1.85405 0.41110 1.80 -1.92 1.55
C 0.92227 -0.90916 -0.00903 2.02 2.23 -1.44
C -2.16393 -1.22807 -0.18698 -0.75 -1.43 -1.08
C 1.76811 -0.09828 -0.65295 -0.17 -1.58 -0.98
C 2.22600 1.32062 -0.59954 -0.65 2.42 0.72
H -1.56088 -3.11253 -0.23580 0.50 -0.86 0.06
H 2.24584 -0.52895 -1.55308 -0.40 -0.56 0.58
H 1.37243 1.97692 -0.32008 0.44 -0.26 0.02
H -0.89258 2.12494 1.96067 -0.14 0.14 -0.80
H 2.99762 1.54393 0.15669 -0.20 -0.41 -0.15
H -3.17136 -1.55762 -0.59542 1.34 0.48 0.63
H 2.61448 1.81606 -1.54649 -0.51 -1.37 0.81
H -0.93702 2.45254 0.23785 -0.43 -0.35 0.70
H 0.60220 -2.60202 1.16160 -0.81 1.20 -1.10
```
Positions in Å, forces in eV/Å.

***

2.
Entry from OMol25: C6H9N3O in the gas phase in a non-equilibrium geometry (ωB97M-V with the def2-TZVPD basis set).

**Electronic energy**: -473.4791 a.u.
**Structure (SMILES)**: CC(=O)Nc1nccn1C
**HOMO energy**: -8.2 eV
**Energy above the lowest of the compared OMol25 structures with the same formula, charge and spin**: 44.30 kcal/mol
**Gap between HOMO and LUMO**: 8.8883 eV

The geometry in XYZ format:
```
19
Properties=species:S:1:pos:R:3:forces:R:3
O 1.40269 0.71027 1.16223 1.58 -1.21 -2.04
N 0.66903 -0.82800 -0.41379 2.94 1.27 0.56
N -1.32067 0.54827 -0.02845 0.70 -2.15 0.37
N -1.45246 -1.64641 0.18703 -0.46 -1.38 0.69
C -0.77810 1.81126 -0.33479 -2.02 1.46 -3.55
C -2.61404 0.22190 0.25623 2.05 -3.58 0.62
C 3.03669 -0.66806 -0.07764 2.99 3.10 3.65
C 1.73157 -0.10421 0.29020 -4.16 -0.69 1.55
C -0.64546 -0.68003 -0.05947 -1.77 1.33 0.30
C -2.73054 -1.12876 0.44638 4.05 1.54 -1.57
H -3.45741 -1.84802 0.53981 -2.01 -0.78 0.47
H 3.82749 0.10080 0.30890 -1.32 -1.12 -0.50
H 0.14357 1.62152 -1.00154 -2.07 0.68 -0.32
H -3.33380 0.87233 0.20284 -3.68 3.83 -0.01
H 3.35394 -1.54526 0.48000 -0.57 -0.44 -0.38
H -1.75120 2.61396 -0.57553 3.06 -2.44 -0.34
H 3.21035 -0.63111 -1.08169 0.19 -0.76 -2.81
H 0.98961 -1.75906 -0.66628 -0.67 0.21 -0.15
H -0.28126 2.33860 0.36556 1.17 1.14 3.48
```
Positions in Å, forces in eV/Å.

***

3.
Entry from OMol25: a 2-piece molecular cluster, C6H9N3O overall in a non-equilibrium geometry (ωB97M-V with the def2-TZVPD basis set).

**Electronic energy**: -473.3816 a.u.
**Structure (SMILES)**: N#CC#C[C@H](N)[C@H]1CN1.O
**HOMO energy**: -9.9 eV
**Energy above the lowest of the compared OMol25 structures with the same formula, charge and spin**: 105.50 kcal/mol
**Gap between HOMO and LUMO**: 10.0408 eV

The geometry in XYZ format:
```
19
Properties=species:S:1:pos:R:3:forces:R:3
O 4.31140 0.35733 -2.02649 2.34 0.51 2.42
N 4.15989 0.11217 0.59353 -2.93 -1.93 -1.21
N -1.57586 -1.66047 0.16351 -0.13 -0.22 -0.17
N -3.04988 0.75900 0.73772 -0.13 -0.03 0.09
C 3.11983 -0.30993 0.20248 2.06 2.26 2.95
C -1.59871 0.74059 0.75488 0.13 0.06 0.10
C -0.88765 -0.60878 0.88642 0.14 0.23 0.15
C -2.31840 1.11357 -0.48120 0.07 0.01 -0.29
C 1.72542 -0.38040 0.28099 -0.75 -0.65 -0.22
C 0.53888 -0.46782 0.52839 1.25 0.04 -0.21
H -2.33865 0.39889 -1.30675 0.03 0.19 0.21
H -1.13757 1.53226 1.35128 -0.11 -0.24 -0.17
H 3.59032 0.98632 -2.13713 0.33 0.27 0.35
H -1.35531 -2.57680 0.53594 0.01 0.14 -0.06
H -3.38869 -0.19983 0.64905 0.10 0.14 0.00
H -2.36897 2.16281 -0.77626 -0.01 -0.31 0.09
H 4.84252 0.57442 -1.08534 -2.44 -0.54 -3.94
H -1.35460 -1.66017 -0.82722 0.04 0.03 0.17
H -0.91396 -0.87316 1.95619 0.01 0.04 -0.25
```
Positions in Å, forces in eV/Å.

***

4.
Entry from OMol25: C6H9N3O2 in the gas phase in a non-equilibrium geometry (ωB97M-V with the def2-TZVPD basis set).

**Electronic energy**: -548.7692 a.u.
**Structure (SMILES)**: N[C@@H](Cc1c[nH]cn1)C(=O)O
**HOMO energy**: -8.9 eV
**Energy above the lowest of the compared OMol25 structures with the same formula, charge and spin**: 32.76 kcal/mol
**Gap between HOMO and LUMO**: 9.4183 eV

The geometry in XYZ format:
```
20
Properties=species:S:1:pos:R:3:forces:R:3
O 3.33196 -1.23718 -0.51433 0.53 -1.03 0.23
O 3.33367 0.99762 -0.52761 -1.74 0.17 2.75
N -1.39672 0.47432 -1.17167 2.93 -1.39 -0.86
N 1.01209 1.23635 0.70091 0.00 -0.23 0.87
N -2.95030 -0.10080 0.20839 -1.95 -0.65 0.76
C 0.48366 -0.92925 -0.43348 0.73 -1.97 -0.93
C -2.58128 0.67320 -0.76902 -1.01 3.81 -1.78
C 1.42796 -0.17137 0.55631 -0.09 1.17 -2.31
C -1.98587 -0.99268 0.42187 3.16 -0.24 -1.00
C -0.92550 -0.62994 -0.48377 -3.89 0.73 3.68
C 2.84279 -0.22884 -0.12921 -0.73 1.73 -1.09
H -3.04894 1.58214 -1.12779 -0.88 -0.42 0.26
H 1.45247 -0.67042 1.47647 0.09 -0.71 1.38
H -3.88161 -0.13790 0.54819 -0.57 -0.09 0.45
H 0.64459 -0.67436 -1.47322 1.54 -0.01 -0.31
H 0.59247 -2.03827 -0.34682 0.39 0.91 0.01
H -2.07121 -1.64235 1.25643 0.20 -0.73 0.23
H 0.24014 1.41847 0.05779 0.21 0.21 0.26
H 2.76762 1.63333 0.08552 0.98 -1.12 -1.78
H 0.71200 1.43791 1.66504 0.09 -0.12 -0.83
```
Positions in Å, forces in eV/Å.

***

5.
Entry from OMol25: C6H9N3O2 in the gas phase in a non-equilibrium geometry (ωB97M-V with the def2-TZVPD basis set).

**Electronic energy**: -548.7121 a.u.
**Structure (SMILES)**: CN\C=N/C=C\C=N\C(=O)O
**HOMO energy**: -8.5 eV
**Energy above the lowest of the compared OMol25 structures with the same formula, charge and spin**: 68.60 kcal/mol
**Gap between HOMO and LUMO**: 8.3774 eV

The geometry in XYZ format:
```
20
Properties=species:S:1:pos:R:3:forces:R:3
O 1.51333 1.71974 -1.87567 -0.66 1.10 -1.42
O -0.16171 2.73568 -0.89673 0.47 -0.70 0.23
N -1.20800 -1.15065 -0.55297 1.08 0.69 0.93
N 0.47736 -1.62872 1.14583 0.55 -0.58 -0.18
N 0.88454 0.98381 0.15041 -0.19 -0.55 2.57
C 0.00656 -1.51864 -0.01553 -2.55 -0.76 -0.69
C -1.36961 -1.02184 -1.99547 0.45 0.06 -1.31
C 0.52272 0.39939 2.45589 0.00 1.13 -0.51
C 0.70351 1.87279 -0.82335 -1.18 2.21 -1.30
C 0.55310 1.35196 1.36953 0.95 -1.25 0.64
C 0.49497 -0.95230 2.24338 -1.76 1.31 2.54
H 0.42614 -2.18760 -0.68244 1.60 -0.82 -1.96
H -1.86219 -0.62323 0.00424 0.15 0.18 0.14
H 0.39126 0.74042 3.50203 0.25 -0.11 -0.96
H 2.29915 1.23211 -1.73264 0.99 -1.07 0.75
H 0.38714 2.38381 1.68508 -0.15 0.16 -0.63
H -2.38786 -1.35649 -2.26753 0.74 -0.82 -0.06
H -1.47111 0.03446 -2.36097 0.96 -0.56 0.63
H 0.26588 -1.45636 3.19199 0.56 -0.67 -0.47
H -0.46519 -1.55831 -2.54507 -2.27 1.04 1.06
```
Positions in Å, forces in eV/Å.

***

6.
Entry from OMol25: C6H9N3O3S in the gas phase in a non-equilibrium geometry (ωB97M-V with the def2-TZVPD basis set).

**Electronic energy**: -1022.1338 a.u.
**HOMO energy**: -9.3 eV
**Energy above the lowest of the compared OMol25 structures with the same formula, charge and spin**: 26.85 kcal/mol
**Gap between HOMO and LUMO**: 8.9781 eV

The geometry in XYZ format:
```
22
Properties=species:S:1:pos:R:3:forces:R:3
S 2.78058 -0.85975 2.39837 0.20 1.29 -3.41
O -2.49247 1.22160 -1.06502 0.21 1.08 0.62
O 3.81154 -0.35386 1.48887 2.47 1.07 1.47
O 1.20908 -2.71280 -0.35083 -0.45 1.65 0.57
N -0.19576 0.05169 0.11939 1.70 -1.00 -0.06
N 1.49678 0.11382 1.73493 -0.72 -1.86 0.56
N 2.47151 -2.22220 1.40047 -1.50 0.18 1.79
C -0.78093 1.30729 0.70057 -0.31 0.17 -0.22
C 1.48172 -1.90503 0.54132 -0.50 -3.17 -3.12
C -1.64908 2.12207 -0.30921 0.40 -1.49 -0.47
C 0.92571 -0.54346 0.75776 -2.41 3.00 1.14
C -0.88484 -0.62865 -1.00732 -0.46 -0.26 0.25
C -1.70926 0.36463 -1.83956 1.55 0.02 0.26
H 0.02355 2.00028 1.00449 -0.27 -0.68 0.22
H -2.36572 -0.22220 -2.45060 -0.35 -0.11 -0.53
H -0.95556 2.65028 -0.97646 -0.18 -0.08 -0.24
H 3.26048 -2.67865 0.96308 0.13 -0.04 0.35
H -0.16556 -1.10301 -1.68609 0.00 0.15 0.38
H -1.42721 1.02434 1.54990 0.47 0.13 -0.10
H -1.56238 -1.44643 -0.66181 0.47 0.60 0.13
H -0.97852 0.93969 -2.46250 -0.65 -0.17 0.17
H -2.29366 2.88034 0.15027 0.19 -0.48 0.23
```
Positions in Å, forces in eV/Å.